The following is a DFT calculation (wB97M-V/def2-TZVPD) of a molecular structure, C18H36ClCuO18 at a distorted geometry.

Last column: Mulliken charge in e.
Atoms and positions in Å:
Cu  2.53  7.03  17.19  1.0063
Cl  5.09  7.64  17.66  -0.7156
C  8.08  2.67  18.48  -0.5792
O  7.04  3.08  19.36  -0.3475
C  6.77  4.36  19.65  0.8726
O  7.30  5.30  19.06  -0.5542
O  5.83  4.44  20.57  -0.3451
C  5.43  5.69  21.22  -0.5191
H  8.99  3.11  18.89  0.3037
H  7.98  3.04  17.45  0.1998
H  8.20  1.60  18.35  0.2546
H  6.31  6.31  21.37  0.3280
H  5.01  5.54  22.22  0.2692
H  4.69  6.30  20.72  0.1284
C  -0.80  4.75  19.99  -0.3239
O  0.00  5.36  20.97  -0.3724
C  1.18  5.99  20.72  0.4635
O  1.70  6.03  19.63  -0.1065
O  1.67  6.51  21.82  -0.2948
C  1.03  6.48  23.08  -0.7357
H  -0.35  4.53  19.02  -0.0462
H  -1.44  5.57  19.66  0.2232
H  -1.46  3.99  20.40  0.3251
H  0.70  5.53  23.49  0.2907
H  0.17  7.14  23.04  0.3054
H  1.75  6.98  23.74  0.2709
C  5.06  8.57  13.96  -0.2909
O  3.99  8.16  13.15  -0.4191
C  3.05  7.35  13.62  0.5650
O  3.01  7.06  14.80  -0.0440
O  2.16  6.94  12.64  -0.3000
C  2.14  7.37  11.27  -0.7220
H  4.77  9.54  14.39  0.0406
H  5.89  8.76  13.28  0.2574
H  5.27  7.90  14.79  0.1557
H  2.03  6.46  10.68  0.2770
H  2.98  8.00  10.98  0.3277
H  1.21  7.91  11.10  0.2405
C  0.90  9.48  19.60  -0.1563
O  1.67  10.54  19.00  -0.4455
C  2.14  10.44  17.78  0.7667
O  1.98  9.48  17.03  -0.5089
O  2.65  11.61  17.52  -0.3862
C  3.06  11.85  16.12  -0.5791
H  -0.01  9.29  19.04  0.0559
H  0.61  9.89  20.57  0.3357
H  1.41  8.52  19.61  -0.0309
H  3.97  11.29  15.96  0.2163
H  3.19  12.92  15.95  0.2760
H  2.33  11.51  15.39  0.2505
C  -2.99  8.66  17.27  -0.7995
O  -1.77  8.05  17.59  -0.1967
C  -0.93  7.49  16.72  0.2466
O  0.13  6.97  17.07  0.0954
O  -1.32  7.64  15.44  -0.4348
C  -0.58  7.13  14.31  -0.1860
H  -3.65  9.11  18.02  0.2737
H  -3.55  8.11  16.51  0.3322
H  -2.73  9.50  16.63  0.3095
H  0.48  7.06  14.52  -0.2323
H  -0.77  7.81  13.48  0.2445
H  -0.87  6.10  14.09  0.3385
C  5.38  4.14  15.48  -0.3916
O  4.17  3.49  15.26  -0.4024
C  3.15  3.74  16.05  0.8458
O  3.12  4.51  17.06  -0.5552
O  2.09  3.01  15.68  -0.4064
C  0.86  3.20  16.37  -0.4624
H  6.19  3.54  15.07  0.3309
H  5.70  4.30  16.51  0.1149
H  5.52  5.01  14.84  0.1517
H  0.99  3.48  17.42  0.1748
H  0.22  2.33  16.23  0.3219
H  0.35  4.02  15.85  0.1039

The following is a DFT calculation (wB97M-V/def2-TZVPD) of 2 unconnected molecules or ions with the total composition C3H7O3 at a distorted geometry.

Results
Total charge = -1
Energy above the lowest of the compared OMol25 structures with the same formula, charge and spin = 55.7 kJ/mol

Last column: Mulliken charge in e.
Atoms and positions in Å:
C  -0.85  1.99  0.34  -0.6266
O  0.00  1.27  1.19  -0.5977
H  -0.29  0.30  1.06  0.5212
H  -1.59  1.30  -0.10  0.2518
H  -0.35  2.56  -0.44  0.2020
H  -1.46  2.74  0.89  0.2344
C  1.24  -1.17  -0.61  -0.8802
C  -0.09  -1.82  -0.15  0.6297
O  -0.84  -1.11  0.61  -0.7828
O  -0.35  -2.96  -0.55  -0.7269
H  0.99  -0.48  -1.41  0.1844
H  1.86  -1.97  -1.02  0.3036
H  1.75  -0.65  0.19  0.2870

Number 1: Kohn-Sham gap 7.385 eV. Number 2: Kohn-Sham gap 8.643 eV.